## P
{"formula": "C4H3IN2", "method": "ωB97M-V/def2-TZVPD", "symbols": ["I", "N", "N", "C", "C", "C", "C", "H", "H", "H"], "coordinates": [[1.149, -0.117, 2.628], [-0.127, 1.932, 1.214], [-1.723, -0.238, -2.423], [0.085, 0.620, -0.923], [-0.049, 1.411, 0.194], [0.323, -1.237, 1.037], [-0.990, 0.183, -1.685], [-0.718, -1.586, 1.023], [0.958, 0.882, -1.547], [1.093, -1.849, 0.483]], "e_homo_ev": [-9.2, -9.2]}

***

## Q
{"formula": "C4H3IN2", "method": "ωB97M-V/def2-TZVPD", "symbols": ["I", "N", "N", "C", "C", "C", "C", "H", "H", "H"], "coordinates": [[-0.211, -0.353, -2.400], [1.937, 1.686, -0.406], [1.290, 0.958, -2.641], [-0.953, -0.797, 0.526], [1.687, 1.384, -1.500], [-0.073, -0.202, -0.386], [-0.703, -0.501, 1.826], [-1.311, -0.874, 2.632], [-1.790, -1.439, 0.276], [0.128, 0.140, 2.072]], "e_homo_ev": [-8.1, -8.1]}

***

Relative stability in kcal/mol, measured from the most stable structure: P 0.0; Q 68.3

***

## P
{"formula": "C3H12N2O", "method": "ωB97M-V/def2-TZVPD", "symbols": ["O", "N", "N", "C", "C", "C", "H", "H", "H", "H", "H", "H", "H", "H", "H", "H", "H", "H"], "coordinates": [[2.314, -0.747, -0.487], [0.931, -2.461, -1.481], [-0.612, 1.390, 2.181], [-1.211, 1.442, -0.260], [1.076, -1.092, -1.081], [-1.354, 0.758, 1.105], [1.006, -0.463, -1.972], [-2.409, 0.747, 1.403], [-0.167, 1.657, -0.477], [-0.879, 2.368, 2.276], [1.012, -3.089, -0.688], [0.255, -0.861, -0.398], [-1.607, 0.808, -1.048], [1.644, -2.722, -2.159], [-1.768, 2.385, -0.265], [0.382, 1.377, 1.961], [2.408, -1.217, 0.351], [-1.023, -0.281, 1.039]], "smiles": "CCN.NCO", "e_homo_ev": -9.3}

***

## Q
{"formula": "C3H12N2O", "method": "ωB97M-V/def2-TZVPD", "symbols": ["O", "N", "N", "C", "C", "C", "H", "H", "H", "H", "H", "H", "H", "H", "H", "H", "H", "H"], "coordinates": [[4.829, -3.014, -1.304], [-4.467, 2.594, 0.990], [-4.061, 0.307, 1.795], [-4.682, 1.648, 2.095], [4.467, -1.662, -0.992], [4.379, -0.785, -2.400], [5.231, -1.086, -0.516], [3.654, 0.123, -2.107], [-3.620, 2.398, 0.475], [3.423, -1.547, -0.459], [-5.146, 2.759, 0.327], [-4.603, -0.542, 2.082], [3.945, -1.317, -3.186], [-4.032, 2.143, 2.817], [-5.671, 1.523, 2.658], [5.376, -0.407, -2.551], [5.217, -3.204, -0.526], [-4.238, 0.068, 0.804]], "smiles": "CCO.NCN", "e_homo_ev": -9.4}

***

Relative stability in kcal/mol, measured from the most stable structure: P 0.0; Q 47.5

***

## P
{"formula": "C3H12N2O", "method": "ωB97M-V/def2-TZVPD", "symbols": ["O", "N", "N", "C", "C", "C", "H", "H", "H", "H", "H", "H", "H", "H", "H", "H", "H", "H"], "coordinates": [[-4.760, -3.649, 1.802], [2.727, 0.392, -0.702], [0.457, 2.230, -1.193], [0.298, -0.100, -0.122], [-0.109, 1.547, -0.053], [1.766, -0.189, 0.235], [3.628, 0.574, -0.480], [-0.429, -0.450, 0.685], [2.293, 0.459, -1.640], [0.160, -0.391, -1.130], [-4.806, -3.787, 0.904], [-0.341, 2.380, -1.890], [-1.293, 1.426, -0.104], [2.186, -1.303, 0.322], [-5.045, -4.452, 2.238], [0.434, 1.956, 0.822], [2.008, 0.220, 1.258], [0.826, 3.136, -0.952]], "smiles": "NCCCN.O", "e_homo_ev": -7.6}

***

## Q
{"formula": "C3H12N2O", "method": "ωB97M-V/def2-TZVPD", "symbols": ["O", "N", "N", "C", "C", "C", "H", "H", "H", "H", "H", "H", "H", "H", "H", "H", "H", "H"], "coordinates": [[-0.256, 4.290, 2.264], [1.006, -4.326, -4.028], [1.163, -5.668, -1.958], [-0.552, 5.477, 3.070], [1.291, -5.614, -3.457], [-1.969, 5.153, 3.621], [-2.634, 5.823, 3.041], [0.211, -5.334, -1.870], [0.650, -6.422, -3.836], [0.108, 5.641, 3.965], [-2.218, 5.439, 4.644], [0.086, -3.955, -3.876], [-0.424, 6.327, 2.424], [0.072, 3.575, 2.814], [2.342, -5.847, -3.676], [1.607, -3.829, -4.651], [-2.303, 4.194, 3.215], [1.820, -4.923, -1.706]], "smiles": "CCO.NCN", "e_homo_ev": -8.9}

***

## R
{"formula": "C3H12N2O", "method": "ωB97M-V/def2-TZVPD", "symbols": ["O", "N", "N", "C", "C", "C", "H", "H", "H", "H", "H", "H", "H", "H", "H", "H", "H", "H"], "coordinates": [[-2.469, 0.687, 0.344], [-0.925, -0.841, -1.007], [2.723, -0.557, -0.592], [-0.256, -1.044, 0.269], [0.655, 0.082, 0.793], [0.270, 1.504, 0.454], [1.635, -0.009, -0.033], [-1.035, -1.183, 1.025], [3.216, 0.308, -0.500], [0.280, -1.987, 0.266], [-0.044, 1.425, -0.590], [1.071, 2.239, 0.542], [-3.224, 0.481, -0.237], [-0.273, -0.418, -1.680], [-1.686, -0.165, -0.757], [-0.651, 1.845, 0.982], [1.098, -0.170, 1.797], [2.860, -1.168, -1.380]], "e_homo_ev": -7.7}

***

Relative stability in kcal/mol, measured from the most stable structure: P 15.2; Q 0.0; R 141.9

***

## P
{"formula": "C3H12N2O", "method": "ωB97M-V/def2-TZVPD", "symbols": ["O", "N", "N", "C", "C", "C", "H", "H", "H", "H", "H", "H", "H", "H", "H", "H", "H", "H"], "coordinates": [[-3.021, -0.399, -0.926], [-0.108, 1.261, -0.150], [2.215, 0.141, -1.072], [-0.451, -0.513, 1.606], [0.143, -0.127, 0.231], [1.676, -0.377, 0.190], [0.247, -0.188, 2.382], [-0.229, -0.888, -0.455], [-1.385, 0.031, 1.769], [2.144, 0.086, 1.069], [-1.102, 1.437, -0.199], [3.226, 0.047, -1.098], [1.817, -1.457, 0.208], [-3.089, -1.098, -0.285], [-2.294, 0.134, -0.620], [-0.665, -1.571, 1.706], [1.997, 1.117, -1.115], [0.274, 1.875, 0.562]], "smiles": "C[C@@H](N)CN.O", "e_homo_ev": -9.3}

***

## Q
{"formula": "C3H12N2O", "method": "ωB97M-V/def2-TZVPD", "symbols": ["O", "N", "N", "C", "C", "C", "H", "H", "H", "H", "H", "H", "H", "H", "H", "H", "H", "H"], "coordinates": [[0.906, -0.619, 2.562], [0.337, 0.118, -0.421], [1.437, -2.208, -0.828], [0.396, -1.214, -1.112], [-1.030, 1.993, 0.322], [-1.064, 0.730, -0.498], [2.339, -1.897, -0.895], [1.147, 0.771, -0.635], [1.198, -2.405, 0.152], [-1.940, 2.627, 0.058], [-1.831, 0.046, 0.012], [-0.200, 2.666, 0.181], [0.441, -0.652, 1.682], [-0.514, -1.775, -1.150], [-1.252, 0.780, -1.606], [-1.304, 1.763, 1.340], [0.457, 0.090, 2.963], [0.476, -0.813, -2.128]], "smiles": "CCNCN.O", "e_homo_ev": -8.8}

***

## R
{"formula": "C3H12N2O", "method": "ωB97M-V/def2-TZVPD", "symbols": ["O", "N", "N", "C", "C", "C", "H", "H", "H", "H", "H", "H", "H", "H", "H", "H", "H", "H"], "coordinates": [[2.397, -2.121, -0.954], [-2.485, -1.703, -2.838], [1.190, -0.321, 0.112], [-1.788, 3.377, 2.258], [-1.579, 2.228, 2.931], [2.378, -0.720, -0.563], [1.342, -0.324, 1.106], [2.018, -2.165, -1.818], [-2.360, -0.732, -2.991], [-1.784, 3.175, 1.194], [-1.841, 4.330, 2.759], [3.185, -0.604, 0.149], [-2.960, -2.287, -3.494], [-1.682, -2.128, -2.427], [-1.945, 2.057, 3.938], [0.308, -0.559, -0.294], [-1.114, 1.423, 2.378], [2.557, -0.149, -1.475]], "smiles": "C=C.NCO.N", "e_homo_ev": -9.5}

***

Relative stability in kcal/mol, measured from the most stable structure: P 0.0; Q 24.2; R 40.1